Entry 1:
Molecular formula: C53H40BrClN9O7PSTi
Method: DFT, ωB97M-V with the def2-TZVPD basis set

```
! RIJCOSX wB97M-V def2-TZVPD def2/J DEFGRID3
* xyz -1 2
Ti -0.561 -0.696 0.271
N -4.231 2.483 0.001
C -3.426 1.358 -0.096
S -3.132 0.771 -1.690
N -3.102 0.914 1.092
N -2.303 -0.210 1.188
C -2.571 -0.962 2.283
C -3.613 -0.562 3.270
C -3.531 0.647 3.961
C -4.496 1.000 4.888
C -5.573 0.154 5.139
C -5.673 -1.043 4.449
C -4.699 -1.394 3.518
C -1.866 -2.179 2.451
C -1.972 -2.986 3.617
C -1.282 -4.158 3.695
C -0.469 -4.567 2.611
C -0.367 -3.732 1.537
N -1.023 -2.556 1.433
H -4.280 3.040 -0.833
H -4.195 2.966 0.885
H -2.699 1.307 3.756
H -4.415 1.943 5.416
H -6.332 0.433 5.861
H -6.513 -1.705 4.626
H -4.790 -2.317 2.958
H -2.586 -2.648 4.438
H -1.348 -4.766 4.589
H 0.076 -5.500 2.628
H 0.255 -3.995 0.690
O 4.305 -1.696 3.375
C 4.538 -2.212 2.185
O 5.599 -2.714 1.897
C 3.430 -2.130 1.182
C 3.488 -2.608 -0.115
Cl 4.793 -3.302 -0.952
N 2.326 -2.310 -0.736
N 1.506 -1.669 0.104
C 2.148 -1.546 1.247
C 1.438 -0.801 2.344
O 1.963 -0.695 3.454
O 0.316 -0.305 2.008
C 1.958 -2.498 -2.117
C 1.353 -1.431 -2.752
C 0.975 -1.567 -4.077
C 1.216 -2.755 -4.754
C 1.823 -3.817 -4.093
C 2.196 -3.694 -2.764
H 3.374 -1.318 3.453
H 1.150 -0.528 -2.189
H 0.482 -0.741 -4.579
H 0.918 -2.861 -5.789
H 1.986 -4.756 -4.606
H 2.622 -4.533 -2.231
N -0.137 0.915 -0.432
P 0.394 2.394 -0.431
C 1.947 2.809 0.447
C 3.003 3.501 -0.141
C 4.175 3.736 0.567
C 4.312 3.277 1.871
C 3.269 2.578 2.462
C 2.097 2.347 1.755
C -0.790 3.494 0.421
C -1.069 3.260 1.770
C -1.918 4.100 2.471
C -2.530 5.170 1.829
C -2.317 5.368 0.475
C -1.461 4.527 -0.227
C 0.533 3.048 -2.111
C 0.179 2.164 -3.128
C 0.230 2.570 -4.455
C 0.626 3.862 -4.771
C 0.952 4.757 -3.759
C 0.900 4.355 -2.432
H 2.941 3.828 -1.169
H 4.989 4.268 0.090
H 5.233 3.448 2.415
H 3.363 2.195 3.470
H 1.315 1.762 2.217
H -0.643 2.402 2.273
H -2.107 3.916 3.522
H -3.194 5.826 2.379
H -2.827 6.168 -0.047
H -1.323 4.685 -1.287
H -0.176 1.178 -2.849
H -0.060 1.884 -5.241
H 0.660 4.181 -5.806
H 1.239 5.772 -4.004
H 1.130 5.064 -1.647
O 2.700 0.689 -0.948
N 3.767 0.551 -1.649
C 4.944 0.301 -1.029
C 6.098 0.091 -1.752
C 6.075 0.165 -3.135
C 4.874 0.470 -3.751
C 3.734 0.668 -2.998
H 4.879 0.271 0.049
H 7.008 -0.133 -1.211
H 6.970 -0.008 -3.717
H 4.799 0.561 -4.826
H 2.764 0.913 -3.402
Br -5.232 -6.691 -1.772
C -4.628 -4.929 -1.405
C -5.537 -3.965 -0.999
N -5.185 -2.706 -0.765
C -3.897 -2.371 -0.918
C -2.922 -3.295 -1.280
C -3.297 -4.603 -1.537
C -1.462 -2.950 -1.364
O -0.650 -3.830 -1.563
O -1.161 -1.680 -1.205
H -6.581 -4.223 -0.856
H -3.636 -1.329 -0.770
H -2.547 -5.328 -1.826
*
```

As for the total energy: -7686.63404 hartree. Its relative energy (zero: lowest compared OMol25 entry of this formula, charge and spin) is 0.508 eV. The gap between HOMO and LUMO (alpha / beta) comes out at 5.0 / 6.1 eV. The HOMO energy (alpha / beta) comes out at -3.03 / -4.13 eV.

***

Entry 2:
Molecular formula: C7H4F4Se
Method: DFT, ωB97M-V with the def2-TZVPD basis set

```
! RIJCOSX wB97M-V def2-TZVPD def2/J DEFGRID3
* xyz 0 1
C -3.434 0.044 -0.537
C -2.698 -1.185 -0.678
C -3.000 1.277 -0.251
C -1.494 -1.439 -1.170
C -1.698 1.788 0.003
C -0.590 1.416 -0.474
C 2.250 1.383 0.223
F -3.476 -2.146 -0.260
F -4.004 2.262 -0.095
F -0.966 -2.589 -1.152
F -1.893 2.823 0.999
Se 1.049 1.747 -1.014
H -4.457 -0.100 -0.466
H -0.875 -0.678 -1.481
H 3.095 0.951 -0.177
H 1.874 1.238 1.293
*
```

As for the total energy: -3069.78004 hartree. The gap between HOMO and LUMO (alpha / beta) comes out at 7.5 / 7.1 eV. The HOMO energy (alpha / beta) comes out at -8.68 / -8.60 eV.